Formula: C23H28N7OsSSi
Source: OMol25
Level of theory: ωB97M-V/def2-TZVPD

calculated total energy	-2054.00697	hartree
energy above the lowest of the compared OMol25 structures with the same formula, charge and spin	0.000	eV
total charge	+3
HOMO level (alpha / beta)	-17.19 / -17.27	eV
multiplicity	5
orbital gap (alpha / beta)	7.784 / 5.593	eV

Each line ends with the Mulliken spin population.
Element x y z (Å)
Os (-0.390, 0.114, -0.025)  2.40
S (-2.188, -4.684, 5.483)  0.00
N (-1.644, -3.176, 5.546)  0.00
C (-1.450, -2.806, 4.292)  0.00
C (-0.976, -1.506, 3.865)  0.00
C (-0.636, -0.468, 4.744)  0.05
C (-0.203, 0.742, 4.235)  -0.01
C (-0.133, 0.907, 2.864)  0.06
N (-0.447, -0.084, 2.009)  -0.01
C (-0.853, -1.291, 2.500)  -0.01
C (-1.144, -2.327, 1.528)  -0.01
N (-0.940, -2.022, 0.219)  0.11
C (-1.203, -2.944, -0.705)  0.01
C (-1.669, -4.214, -0.384)  0.00
C (-1.872, -4.536, 0.939)  0.02
C (-1.604, -3.577, 1.926)  0.00
C (-1.766, -3.812, 3.347)  0.00
N (-2.198, -4.933, 3.898)  0.00
H (-0.725, -0.636, 5.811)  0.00
H (0.071, 1.562, 4.885)  0.00
H (0.160, 1.852, 2.429)  -0.01
H (-1.037, -2.670, -1.740)  0.00
H (-1.862, -4.927, -1.174)  0.00
H (-2.236, -5.512, 1.238)  0.00
N (-0.151, 0.267, -2.172)  0.00
C (1.309, 0.201, -2.523)  0.04
C (1.933, -0.959, -1.784)  -0.02
N (1.731, -0.760, -0.315)  0.13
H (-0.631, -0.487, -2.658)  0.01
H (-0.545, 1.124, -2.561)  0.01
H (1.766, 1.143, -2.215)  0.00
H (1.444, 0.100, -3.599)  0.00
H (2.988, -1.041, -2.035)  0.00
H (1.453, -1.897, -2.064)  0.00
H (2.431, -0.111, 0.042)  -0.01
H (1.889, -1.633, 0.182)  0.00
C (-4.065, 2.384, -1.314)  0.01
Si (-3.183, 1.879, 0.231)  -0.01
C (-3.531, 0.062, 0.493)  0.11
C (-3.515, 2.841, 1.769)  0.01
N (-1.355, 1.948, -0.037)  0.48
C (-0.658, 3.089, -0.172)  0.07
C (-1.302, 4.373, -0.270)  0.15
C (-0.565, 5.515, -0.424)  -0.03
C (0.836, 5.457, -0.472)  0.25
C (1.504, 4.218, -0.350)  0.04
C (0.780, 3.073, -0.207)  0.18
H (-5.140, 2.286, -1.130)  0.00
H (-3.815, 1.708, -2.137)  0.00
H (-3.888, 3.407, -1.648)  0.00
H (-4.616, -0.062, 0.405)  0.01
H (-3.247, -0.302, 1.486)  0.00
H (-3.099, -0.591, -0.275)  -0.03
H (-4.562, 2.715, 2.058)  0.00
H (-3.333, 3.912, 1.655)  0.00
H (-2.895, 2.476, 2.593)  0.00
H (-2.378, 4.439, -0.231)  0.01
H (-1.066, 6.470, -0.506)  0.00
H (1.411, 6.367, -0.594)  0.00
H (2.586, 4.190, -0.360)  0.00
H (1.292, 2.122, -0.076)  -0.03

Formula: C23H29AsN9NiOS2
Source: OMol25
Level of theory: ωB97M-V/def2-TZVPD

calculated total energy	-6002.14767	hartree
energy above the lowest of the compared OMol25 structures with the same formula, charge and spin	0.000	eV
total charge	+1
HOMO level (alpha / beta)	-10.38 / -9.73	eV
multiplicity	3
orbital gap (alpha / beta)	8.491 / 7.609	eV

Each line ends with the Mulliken spin population.
Element x y z (Å)
Ni (-0.637, -0.935, 0.420)  0.99
N (-4.148, -1.838, 0.905)  0.00
C (-3.333, -1.727, 1.989)  0.00
N (-2.061, -1.449, 1.927)  0.02
C (-1.513, -1.381, 3.199)  0.01
C (-2.369, -1.599, 4.217)  0.00
S (-3.946, -1.904, 3.600)  0.00
C (-0.077, -1.127, 3.289)  0.00
C (0.642, -0.946, 4.411)  0.00
S (2.310, -0.773, 4.023)  0.00
C (1.920, -0.940, 2.342)  0.00
N (0.647, -1.103, 2.096)  0.01
N (2.895, -0.863, 1.403)  0.00
H (-3.686, -1.942, 0.018)  0.00
H (-5.040, -2.284, 1.015)  0.00
H (-2.173, -1.618, 5.278)  0.00
H (0.305, -0.920, 5.436)  0.00
H (3.851, -0.964, 1.692)  0.00
H (2.677, -1.125, 0.458)  -0.01
N (-2.078, 2.895, -0.639)  0.00
C (-0.888, 2.303, -0.426)  -0.01
O (-0.767, 1.305, 0.260)  -0.01
C (0.313, 2.977, -1.130)  0.00
C (0.206, 4.437, -1.109)  0.00
N (0.103, 5.583, -1.092)  0.00
C (0.392, 2.506, -2.521)  0.01
N (0.473, 2.137, -3.607)  0.00
H (-2.158, 3.770, -1.130)  0.00
H (-2.873, 2.562, -0.119)  0.00
N (-3.157, -1.659, -2.980)  0.00
C (-2.617, -0.799, -2.081)  0.00
N (-1.824, -1.389, -1.226)  0.02
C (-1.832, -2.748, -1.592)  -0.08
C (-1.167, -3.837, -1.025)  0.03
C (-1.370, -5.074, -1.599)  0.00
C (-2.219, -5.238, -2.710)  0.00
C (-2.884, -4.173, -3.277)  0.00
C (-2.667, -2.925, -2.696)  0.03
H (-3.756, -1.407, -3.746)  0.00
H (-2.827, 0.261, -2.103)  0.00
H (-0.529, -3.692, -0.163)  0.00
H (-0.870, -5.945, -1.194)  0.00
H (-2.354, -6.228, -3.127)  0.00
H (-3.543, -4.303, -4.128)  0.00
C (4.568, 3.673, -0.236)  0.00
C (3.153, 3.827, -0.797)  0.00
As (2.073, 2.272, -0.292)  0.01
C (1.197, -1.002, -1.614)  0.57
C (2.485, -1.676, -1.938)  0.03
C (1.768, 2.662, 1.611)  0.00
C (1.296, 4.060, 2.007)  0.00
H (5.201, 4.495, -0.568)  0.00
H (5.032, 2.742, -0.570)  0.00
H (4.569, 3.673, 0.856)  0.00
H (3.171, 3.856, -1.888)  0.00
H (2.691, 4.751, -0.453)  0.00
H (0.634, -0.508, -2.393)  0.05
H (0.958, -0.758, -0.576)  0.26
H (3.323, -0.962, -1.934)  0.05
H (2.462, -2.110, -2.938)  0.02
H (2.733, -2.480, -1.236)  0.01
H (2.732, 2.439, 2.076)  0.00
H (1.072, 1.901, 1.961)  0.00
H (1.995, 4.836, 1.695)  0.00
H (1.194, 4.124, 3.091)  0.00
H (0.324, 4.302, 1.576)  0.00

Formula: C23H29BrClF2N4O2
Source: OMol25
Level of theory: ωB97M-V/def2-TZVPD

calculated total energy	-4496.83087	hartree
total charge	+1
HOMO level	-10.69	eV
orbital gap	6.735	eV

Each line ends with the Mulliken charge.
Element x y z (Å)
C (0.586, 0.830, 0.217)  -0.36
C (0.813, 0.814, -1.390)  -0.14
O (0.529, 2.089, -2.013)  -0.40
C (-0.535, 1.984, -2.998)  -0.81
C (-1.927, 2.258, -2.249)  0.63
C (-2.085, 3.784, -1.736)  -0.57
C (-3.603, 4.244, -1.528)  -0.47
C (-4.296, 3.687, -0.194)  -0.63
N (-4.122, 2.223, 0.030)  0.23
C (-3.388, 1.700, 1.136)  0.03
N (-3.310, 0.246, 1.170)  -0.49
C (-4.065, -0.050, -0.044)  0.54
N (-4.253, -1.300, -0.474)  -0.08
C (-4.950, -1.760, -1.693)  -0.56
C (-4.511, -3.260, -2.115)  0.38
O (-3.672, -3.933, -1.508)  -0.43
Br (-5.413, -3.947, -3.765)  -0.10
N (-4.551, 1.133, -0.677)  -0.05
Cl (-5.502, 1.456, -2.049)  0.04
H (-0.400, 0.280, 0.449)  0.06
H (0.553, 1.897, 0.641)  0.26
H (1.444, 0.306, 0.780)  -0.07
H (0.246, -0.073, -1.826)  0.19
H (1.936, 0.610, -1.550)  0.28
H (-0.521, 0.971, -3.538)  0.31
H (-0.321, 2.772, -3.801)  0.35
H (-2.767, 1.994, -2.980)  0.26
H (-1.976, 1.527, -1.355)  -0.49
H (-1.430, 3.970, -0.822)  0.21
H (-1.645, 4.433, -2.583)  0.36
H (-4.177, 3.963, -2.485)  0.28
H (-3.674, 5.395, -1.473)  0.36
H (-3.768, 4.212, 0.686)  0.29
H (-5.400, 4.010, -0.117)  0.26
H (-2.869, 2.286, 1.968)  0.34
H (-3.855, -2.048, 0.130)  0.32
H (-4.645, -1.108, -2.596)  0.35
H (-6.097, -1.757, -1.609)  0.35
F (3.435, -0.335, -0.304)  -0.27
C (4.496, -0.117, 0.498)  0.80
C (4.290, 0.259, 1.818)  -0.12
C (5.385, 0.480, 2.645)  -0.56
C (6.675, 0.333, 2.143)  -0.57
C (6.871, -0.039, 0.816)  -0.43
C (5.776, -0.271, -0.010)  -0.62
H (3.279, 0.376, 2.190)  0.34
H (5.234, 0.766, 3.680)  0.37
H (7.529, 0.510, 2.788)  0.39
H (7.876, -0.149, 0.425)  0.38
H (5.911, -0.569, -1.043)  0.42
F (4.980, -2.740, 2.615)  -0.23
C (3.782, -3.328, 2.488)  0.23
C (2.777, -2.683, 1.784)  0.01
C (1.536, -3.297, 1.648)  -0.68
C (1.311, -4.544, 2.227)  -0.45
C (2.326, -5.180, 2.935)  -0.47
C (3.571, -4.572, 3.062)  -0.43
H (2.968, -1.711, 1.349)  0.32
H (0.745, -2.804, 1.093)  0.40
H (0.341, -5.020, 2.124)  0.37
H (2.148, -6.149, 3.388)  0.36
H (4.375, -5.057, 3.603)  0.43

Number 1: F_max 0.0103 hartree/bohr. Number 2: F_max 0.0130 hartree/bohr. Number 3: F_max 0.1358 hartree/bohr.